#A
Below is a 2-piece molecular cluster, C3H12N2OS overall, with properties calculated with ωB97M-V/def2-TZVPD.

Geometry as XYZ:
```
19
Properties=species:S:1:pos:R:3
N -0.35682 1.70852 -0.98613
C -0.62824 0.26681 -0.70834
C 0.36970 -0.36081 0.40367
N 0.64039 0.52432 1.53461
C -0.08087 -1.80078 0.82499
S 0.89287 -2.71739 2.02556
H 0.61570 1.83971 -1.14757
H -0.95341 2.14317 -1.70316
H -1.60600 0.06104 -0.23324
H -0.63996 -0.35500 -1.60174
H 1.25489 -0.42081 -0.35070
H 0.40170 1.48178 1.31551
H -0.00426 0.39031 2.41225
H -1.09270 -1.68209 1.34150
H -0.07552 -2.30466 -0.11504
H 1.88452 -2.02330 2.59244
O -1.49507 4.00659 -4.27118
H -1.25434 4.68596 -3.58866
H -0.80454 3.34820 -4.12235
```

Computed properties:
total charge	0
structure (SMILES)	NC[C@@H](N)CS.O



#B
Below is a 2-piece molecular cluster, C3H12N2OS overall, with properties calculated with ωB97M-V/def2-TZVPD.

Geometry as XYZ:
```
19
Properties=species:S:1:pos:R:3
N -0.13108 -2.73203 -0.46887
C 1.12256 -1.93628 -0.67363
N 1.05306 -0.72853 0.07434
C 0.19806 0.25323 -0.50481
C 0.28583 1.54094 0.19688
S -0.64683 2.84885 -0.53456
H -0.87041 -2.25320 -0.94414
H -0.07411 -3.55885 -0.85482
H 1.40089 -1.78030 -1.73033
H 1.96609 -2.55243 -0.26583
H 2.00073 -0.42125 0.16632
H -0.84008 -0.06710 -0.40171
H 0.39779 0.41249 -1.57161
H 1.37236 1.74921 0.20083
H -0.02282 1.50326 1.25132
H -1.75791 2.11365 -0.40904
O -1.01378 -1.48837 2.18149
H -0.79268 -2.02061 1.37474
H -0.41286 -1.72293 2.93640
```

Computed properties:
total charge	0
structure (SMILES)	NCNCCS.O



Which of them is the least stable? Correct choice: #A.



#A
Below is a 2-piece molecular cluster, C3H12N2OS overall, with properties calculated with ωB97M-V/def2-TZVPD.

Geometry as XYZ:
```
19
Properties=species:S:1:pos:R:3
N -0.35132 1.65144 0.74378
C -0.18202 0.96637 -0.56394
C -1.01226 -0.34755 -0.66009
N -0.49868 -1.24529 0.34689
C -1.10675 -0.91683 -2.03909
S -2.44169 -2.12293 -2.16176
H 0.25731 2.39061 1.04504
H -1.37222 1.64604 1.08810
H -0.45307 1.61837 -1.43625
H 0.84152 0.60314 -0.80192
H -2.04197 0.05943 -0.40292
H 0.45907 -1.49415 0.08105
H -0.35489 -0.82099 1.22720
H -1.32090 -0.06900 -2.69318
H -0.09842 -1.25941 -2.51334
H -2.11788 -2.91510 -1.14476
O 3.58767 0.82329 3.60680
H 4.07158 -0.07461 3.14673
H 4.13493 1.50715 3.13166
```

Computed properties:
total charge	0
structure (SMILES)	NC[C@H](N)CS.O



#B
Below is a 2-piece molecular cluster, C3H12N2OS overall, with properties calculated with ωB97M-V/def2-TZVPD.

Geometry as XYZ:
```
19
Properties=species:S:1:pos:R:3
N 1.19535 0.69153 -0.86827
C 0.09309 -0.25715 -0.72064
C 0.03180 -0.84119 0.68092
N 0.03824 0.19294 1.72540
C -1.19636 -1.73384 0.79271
S -0.93344 -3.14733 1.99761
H 0.96535 1.41265 -1.53675
H 1.43571 1.16352 -0.01011
H -0.89580 0.21150 -0.96943
H 0.21524 -1.05882 -1.46662
H 0.91645 -1.51426 0.61748
H -0.51300 -0.28210 2.43613
H 0.96544 0.35911 2.08820
H -2.07034 -1.12228 1.01506
H -1.35453 -2.27928 -0.15059
H -0.71906 -2.64061 3.26077
O 0.69961 3.41324 -2.68716
H 1.01954 3.27226 -3.57232
H 0.10672 4.16011 -2.63239
```

Computed properties:
total charge	0
structure (SMILES)	NC[C@@H](N)CS.O



Which of them is the least stable? Correct choice: #A.



#A
Below is C26H43Cl3InN3O3Si as an isolated structure, with properties calculated with ωB97M-V/def2-TZVPD.

Geometry as XYZ:
```
80
Properties=species:S:1:pos:R:3
C -2.16244 1.01026 -4.08472
C -1.09051 0.32081 -4.86619
H -2.27338 2.04925 -4.42187
H -1.91370 0.99101 -3.01569
H -3.14852 0.52737 -4.20235
C -0.73035 0.67983 -6.10805
C -1.31879 1.80719 -6.87567
H 0.01453 0.08970 -6.63599
H -1.44731 2.70612 -6.26388
H -2.29572 1.55746 -7.30645
H -0.65562 2.05037 -7.71023
In -1.79614 0.30135 2.09190
Cl -2.82961 -1.53750 3.39807
Cl -2.57576 0.34683 -0.16291
C -0.01416 -2.17576 1.97646
O 0.00428 -0.92990 2.23818
N 1.10907 -2.87519 1.95985
C 2.38044 -2.17003 2.15278
C 1.06139 -4.26472 1.52278
H -0.94903 -2.70980 1.76701
H 2.27215 -1.44271 2.96532
H 2.68632 -1.62551 1.24600
H 3.15389 -2.89907 2.39972
H 0.10152 -4.69716 1.83495
H 1.88742 -4.82165 1.96809
H 1.11315 -4.33497 0.42760
H -2.06199 4.97851 2.14792
H -0.65183 2.95686 0.20954
C -0.99333 5.03712 2.41130
C 0.12544 3.49710 0.77569
N -0.30561 3.77612 2.14816
H -0.88975 5.29108 3.47547
C -0.32611 2.80537 3.05727
O -0.05360 1.58963 2.80471
H 1.04701 2.90139 0.79593
H -0.66574 3.08650 4.06781
H -0.50182 5.79944 1.80157
H 0.30524 4.46131 0.29333
O 0.26758 -0.19400 -3.01252
C -0.37873 -0.80783 -4.12697
C 1.80842 -1.09549 -5.40251
C 0.57590 -1.61831 -4.99342
H 2.10005 -0.08800 -5.08036
C 2.60216 -1.82839 -6.29565
H -1.17427 -1.45832 -3.72492
C 0.14205 -2.86419 -5.46657
H 3.56694 -1.41537 -6.59464
C 2.15911 -3.05753 -6.79471
C 0.92296 -3.56936 -6.38442
H -0.84084 -3.22335 -5.14327
H 2.77275 -3.60188 -7.51760
H 0.55992 -4.52462 -6.77135
Si 1.44633 -0.54858 -1.87487
Cl -3.13807 2.19744 2.90168
C 3.01125 0.36369 -2.30311
C 1.67506 -2.40548 -1.79308
C 0.72863 0.15102 -0.30998
H 3.45820 0.01414 -3.24151
H 3.71935 0.19941 -1.47956
H 2.80935 1.44043 -2.38342
H 0.28427 1.13716 -0.50851
H 1.41851 0.21627 0.54670
H -0.10864 -0.51669 -0.06628
H 1.96185 -2.79941 -2.77757
H 0.75295 -2.91015 -1.47345
H 2.47226 -2.64950 -1.07773
N -0.61581 0.19097 5.34966
C -1.13036 0.56790 6.54013
C -2.44079 0.13377 6.90771
C -2.98962 0.50996 8.12907
C -2.25768 1.31719 9.01890
C -0.97602 1.76304 8.66282
C -0.40212 1.38374 7.45114
H -1.12985 -0.47344 4.77581
H 0.23711 0.57675 4.95325
H -2.98374 -0.50897 6.19931
H -4.00727 0.18850 8.37574
H -2.67548 1.56488 9.99706
H -0.42746 2.42506 9.33227
H 0.61275 1.68352 7.17335
```

Computed properties:
total charge	0



#B
Below is C26H43Cl3InN3O3Si as an isolated structure, with properties calculated with ωB97M-V/def2-TZVPD.

Geometry as XYZ:
```
80
Properties=species:S:1:pos:R:3
C 2.97124 4.82822 1.64345
C 2.53886 3.74460 2.59118
H 3.41661 5.67613 2.18033
H 2.12843 5.21590 1.05062
H 3.72909 4.43914 0.94974
C 2.50211 3.91544 3.92165
C 2.35677 5.27249 4.54745
H 2.53383 3.05116 4.59811
H 1.60070 5.90230 4.03864
H 3.31551 5.81657 4.55996
H 2.00498 5.17439 5.58115
In -0.73653 -0.53252 -1.85783
Cl 1.51838 -0.99994 -2.77568
Cl -2.61411 0.10107 -3.18429
H -2.88849 -4.18165 -4.88419
H -0.50367 -3.62113 -6.63352
C -2.68160 -3.10943 -4.77111
C -0.64684 -2.65212 -6.12733
N -1.24989 -2.87337 -4.82190
H -3.10465 -2.75739 -3.82592
C -0.51414 -2.97601 -3.71819
O -1.01927 -2.81603 -2.56837
H 0.32617 -2.14810 -6.00850
H 0.56367 -3.18187 -3.83680
H -3.12968 -2.57785 -5.61143
H -1.33941 -2.01843 -6.70555
H -1.41414 4.08506 0.64803
H -1.11079 3.07560 3.51071
C -2.39691 3.69410 0.94162
C -2.14240 2.81492 3.23581
N -2.27161 2.55371 1.81941
H -2.96074 3.42296 0.04928
C -2.27442 1.26621 1.38355
O -2.75298 0.83449 0.31654
H -2.42954 1.90271 3.77872
H -1.78692 0.59778 2.12262
H -2.91515 4.48093 1.50413
H -2.78991 3.64802 3.53013
O 0.79245 2.96841 1.37492
C 1.92509 2.50998 1.93914
C 0.67370 0.79069 3.42796
C 1.84672 1.16059 2.77586
H -0.20128 1.42773 3.30152
C 0.60007 -0.36447 4.20863
H 2.65831 2.28306 1.11318
C 2.95170 0.30881 2.85472
H -0.35019 -0.62017 4.68214
C 1.74042 -1.14603 4.38091
C 2.90830 -0.83142 3.67392
H 3.85270 0.53571 2.27524
H 1.70832 -2.00315 5.06141
H 3.79124 -1.46896 3.77608
Si 0.07520 3.03022 -2.92526
Cl 0.01697 1.60122 -1.00429
C -1.64557 3.68087 -3.34789
C 0.55200 1.92402 -4.37127
C 1.29593 4.34985 -2.47963
H -2.33799 3.63261 -2.49413
H -2.07314 3.07605 -4.16736
H -1.57785 4.73515 -3.68200
H 0.82909 5.15728 -1.88893
H 1.73815 4.78229 -3.39155
H 2.09679 3.91527 -1.86171
H 1.50227 1.39497 -4.19678
H 0.67779 2.52001 -5.29565
H -0.23056 1.17712 -4.56818
C -0.15060 -4.34406 3.40167
C -0.34384 -3.31687 2.32873
C -1.59745 -2.81525 1.99589
C -1.75954 -1.97991 0.90208
N -0.71273 -1.59464 0.13161
C 0.52789 -1.97515 0.52430
C 0.72594 -2.86025 1.56720
H -0.90150 -4.24390 4.19382
H -0.24335 -5.35757 2.98327
H 0.84174 -4.26463 3.85929
H -2.46043 -3.07959 2.60045
H -2.74071 -1.58600 0.63584
H 1.37524 -1.58211 -0.04365
H 1.73453 -3.19263 1.78974
```

Computed properties:
total charge	0



Which of them is the least stable? Correct choice: #B.



#A
Below is a 3-piece molecular cluster, C2H11N3O2 overall, with properties calculated with ωB97M-V/def2-TZVPD.

Geometry as XYZ:
```
18
Properties=species:S:1:pos:R:3
H 2.58702 -0.72508 -1.28762
N 1.83416 -0.66202 -0.58150
C 0.67241 -0.52128 -1.12710
N 0.51278 0.11981 -2.35800
N -0.50855 -0.77314 -0.46724
C -0.62778 -1.06157 1.00144
H -0.17221 0.88096 -2.37554
H 1.33486 0.48520 -2.71650
H -1.38966 -0.71901 -1.01187
H -0.28301 -2.10197 1.24069
H -1.72201 -1.23400 1.25007
H -0.12421 -0.21804 1.52337
O -3.57171 1.30180 0.69608
H -3.25861 0.70963 1.45874
H -3.32155 2.30439 0.79927
O 3.01063 0.61447 1.52479
H 2.37573 0.07193 0.97026
H 2.65172 1.52790 1.46064
```

Computed properties:
total charge	0
structure (SMILES)	[H]/N=C(\N)NC.O.O



#B
Below is a 3-piece molecular cluster, C2H11N3O2 overall, with properties calculated with ωB97M-V/def2-TZVPD.

Geometry as XYZ:
```
18
Properties=species:S:1:pos:R:3
H 2.29381 -1.50565 -0.44258
N 1.55792 -0.86476 -0.17051
C 1.02412 -0.42493 -1.25787
N 1.47982 -0.73266 -2.53991
N 0.04678 0.52879 -1.20117
C -0.46293 1.11120 -0.00302
H 0.88884 -0.39549 -3.27162
H 2.47849 -0.79976 -2.58643
H -0.65471 0.49155 -1.92473
H -0.59689 2.19605 -0.10973
H 0.11055 0.93850 0.87782
H -1.48931 0.80492 0.24438
O -3.67434 1.54705 1.79674
H -3.14312 1.37696 2.58163
H -3.24007 2.30441 1.39144
O 0.66221 -1.23591 2.50059
H 1.19223 -0.69213 1.88624
H 0.52787 -1.96762 1.88257
```

Computed properties:
total charge	0
structure (SMILES)	[H]/N=C(\N)NC.O.O



Which of them is the least stable? Correct choice: #A.



#A
Below is a 2-piece molecular cluster, C2H5N3 overall, with properties calculated with ωB97M-V/def2-TZVPD.

Geometry as XYZ:
```
10
Properties=species:S:1:pos:R:3
H -2.49513 -0.63927 -2.41509
N -1.71144 -0.85324 -1.79042
N -0.60997 -0.71345 -2.19454
H -0.64649 -0.65493 -3.26005
C -0.14873 1.96089 0.41153
C 0.28453 0.80465 0.31369
N 0.70111 -0.35344 0.50059
H 0.46241 2.74771 0.74582
H -1.16601 2.13886 0.34514
H 0.95437 -0.78074 -0.36830
```

Computed properties:
total charge	0
structure (SMILES)	[H]/N=N\[H].C=C=N



#B
Below is one molecule with the formula C2H5N3, with properties calculated with ωB97M-V/def2-TZVPD.

Geometry as XYZ:
```
10
Properties=species:S:1:pos:R:3
H -2.55555 -0.81628 0.14768
N -2.02445 -0.72393 1.05988
C -0.84231 -0.21048 0.88388
N -0.18950 0.09721 -0.30757
C 1.19916 0.25663 -0.22159
N 1.94268 0.58134 -1.22169
H 1.49336 0.80645 -2.20834
H -0.14966 0.00734 1.78025
H -0.61804 -0.18346 -1.20278
H 1.58771 0.22675 0.79505
```

Computed properties:
total charge	0
structure (SMILES)	[H]/N=C\N/C=N\[H]



#C
Below is one molecule with the formula C2H5N3, with properties calculated with ωB97M-V/def2-TZVPD.

Geometry as XYZ:
```
10
Properties=species:S:1:pos:R:3
H -2.58604 -1.05417 -0.11102
N -2.37727 -0.06585 -0.02929
C -1.17361 0.32168 0.02434
N -0.02080 -0.33108 -0.00510
C 1.21232 0.39413 0.00326
N 2.37106 -0.12021 -0.02802
H 2.30809 -1.14598 0.08998
H -1.00964 1.40910 0.23397
H 0.08643 -1.35925 0.18814
H 1.15795 1.47543 -0.12976
```

Computed properties:
total charge	0
structure (SMILES)	[H]/N=C\N/C=N\[H]



#D
Below is a 2-piece molecular cluster, C2H5N3 overall, with properties calculated with ωB97M-V/def2-TZVPD.

Geometry as XYZ:
```
10
Properties=species:S:1:pos:R:3
C 1.11988 -1.31116 1.86815
C 0.47392 -0.95089 -0.88074
N 0.64324 -0.71122 2.73821
N -1.04347 0.73331 -0.96609
N -0.73054 -0.57028 -0.90053
H -0.32970 1.41604 -0.70833
H 0.65005 -2.00980 -0.91017
H 1.33413 -0.28462 -0.84666
H 0.19588 -0.18848 3.45990
H -1.97315 0.93203 -0.63267
```

Computed properties:
total charge	0



Which of them is the least stable? Correct choice: #A.



#A
Below is C3H12O3 as an isolated structure, with properties calculated with ωB97M-V/def2-TZVPD.

Geometry as XYZ:
```
18
Properties=species:S:1:pos:R:3
C -1.78889 1.04262 -1.59733
C -1.00861 -0.31629 -1.82130
C 0.42288 -0.44671 -1.46262
H -1.54990 1.82926 -2.31273
H -1.67296 1.44561 -0.61754
H -2.91088 1.00807 -1.58343
H -1.54094 -0.93482 -2.48428
H 0.88694 -1.16277 -2.06835
H 1.03744 0.49592 -1.46502
H 2.37317 -1.62714 2.31070
H 1.20124 -0.83267 1.45034
O 2.12421 -0.83999 1.75778
H -0.19832 0.66592 1.08993
H 1.27571 1.13646 1.39355
O 0.49935 1.53375 0.88820
H -0.62275 -0.80146 -0.68109
H -0.77131 -1.71056 1.09535
O -0.53102 -0.84245 1.49904
```

Computed properties:
total charge	0



#B
Below is a 3-piece molecular cluster, C3H12O3 overall, with properties calculated with ωB97M-V/def2-TZVPD.

Geometry as XYZ:
```
18
Properties=species:S:1:pos:R:3
C 1.84592 1.54594 -0.70521
C 0.34425 1.43972 -0.59902
C -0.29773 0.35035 -1.36978
O -0.13478 0.21849 -2.78357
H 2.20087 1.50436 -1.78911
H 2.33484 2.40924 -0.39788
H 2.38318 0.75862 -0.08853
H -0.01591 2.42420 -0.89305
H 0.08289 1.26461 0.47432
H -1.32306 0.11618 -1.18140
H 0.33892 -0.51532 -1.16371
H -0.63391 1.06036 -3.03171
O -1.28539 -1.67989 3.93797
H -1.49527 -0.78709 3.99290
H -1.17707 -1.75000 3.01733
O -1.00864 -2.49010 0.84291
H -1.47033 -2.87442 0.19719
H -0.68879 -2.99526 1.54034
```

Computed properties:
total charge	0
structure (SMILES)	CCCO.O.O



#C
Below is a 3-piece molecular cluster, C3H12O3 overall, with properties calculated with ωB97M-V/def2-TZVPD.

Geometry as XYZ:
```
18
Properties=species:S:1:pos:R:3
C 0.18509 2.62435 -0.42878
O 0.23398 3.18012 -1.73796
H 0.63545 3.31961 0.28001
H -0.85503 2.50417 -0.11187
H 0.71565 1.67839 -0.33235
H 0.23232 2.45080 -2.36080
C 0.51921 -0.57644 2.43978
O -0.42593 0.06925 1.59965
H 0.11657 -0.63967 3.44491
H 0.72744 -1.60351 2.10606
H 1.48388 -0.06032 2.40323
H -0.30288 -0.22923 0.68851
C -0.69813 -2.45342 -1.26854
O -0.16965 -1.15999 -0.94571
H 0.09650 -3.08544 -1.66786
H -1.08030 -2.88792 -0.35068
H -1.51529 -2.38220 -1.98683
H 0.10112 -0.74857 -1.77076
```

Computed properties:
total charge	0
structure (SMILES)	CO.CO.CO



Which of them is the least stable? Correct choice: #A.